1.
ORCA calculation (ωB97M-V with the def2-TZVPD basis set) on a molecular structure, C27H33BrF3MnN3O5S2.

The geometry in XYZ format:
```
75
Properties=species:S:1:pos:R:3:mulliken_charge:R:1
N 3.96883 -3.14458 -0.34025 0.4859
C -2.15808 1.93192 -3.46546 0.5246
H 4.74285 -6.44520 -0.77398 0.3959
H 1.59558 -0.98977 2.61826 -0.6853
H 2.90501 -1.72284 0.76605 0.4637
H 1.43506 -3.77826 0.48122 0.2659
H 0.27352 2.93150 3.10849 0.4951
H 1.65209 -0.94422 5.33639 0.4783
C -2.39104 4.37686 -3.07733 -1.5745
C -4.12355 1.29491 -0.65556 -0.0024
F -2.14637 -1.73461 -0.06206 -0.2839
C -1.82747 3.01861 -2.74156 0.7825
C 0.73553 1.76970 1.77480 -0.2465
C -3.06552 2.04226 -4.66869 -1.6430
H -0.46383 0.11960 2.23768 -0.1449
H -1.83283 4.86126 -3.88908 0.2345
H 2.33183 0.41494 3.39998 0.4902
H 4.94487 -4.54133 0.84591 0.3623
H 1.33510 1.93453 -2.52545 0.1400
C 4.33502 -2.27279 -1.33610 0.2959
H 1.56923 -1.81658 -0.94139 1.0581
H -3.20740 1.06075 -5.11976 0.3455
H -2.33359 5.02790 -2.20522 0.3755
H -2.65200 2.71239 -5.43230 0.3481
H 2.54761 -4.65722 1.55571 0.4339
Br -8.01813 2.41228 -1.58040 -0.2956
C 4.09593 -0.01178 -2.28542 -0.5252
C -2.74180 1.31277 1.47599 -0.2567
C -5.30782 1.53563 -1.33981 -0.7819
C -4.02503 1.57394 0.70163 0.0165
H -5.37640 1.31413 -2.39582 0.4274
C -5.12741 2.09445 1.37336 -0.4079
O -2.78233 1.47800 2.71434 -0.9807
H 3.13768 -5.77178 -0.44065 0.2626
C 2.11733 -0.99700 -1.37804 -1.0691
H 3.76837 1.93552 -3.13408 0.4170
C 4.77317 -4.35479 -0.21816 -0.8378
H -5.02723 2.29816 2.43153 0.3964
C 3.48672 -1.07926 -1.62835 0.3556
C 3.28396 -2.73108 0.88673 -0.7989
O 5.31863 -2.49534 -2.03421 -0.7276
C 1.40557 -0.15830 3.29416 0.0127
C -0.87051 -1.36166 -0.40853 0.4776
N -0.30474 1.36873 3.96204 -0.5387
Mn -0.57812 0.62031 -0.86745 0.9205
H -3.28402 0.87362 -1.19549 0.3831
C 1.98214 1.09183 -2.30777 0.0182
H -3.43748 4.31615 -3.39179 0.3264
H 0.94474 1.32826 5.66278 0.3244
S -1.54000 0.31943 -3.09974 -0.5729
C 0.87358 -0.58442 4.66090 -0.8122
O -1.72891 0.92964 0.83624 0.4590
C -6.31506 2.34895 0.70717 -0.6045
H 5.15121 -0.07345 -2.51575 0.4645
S -0.69333 2.97605 -1.39320 -0.6006
C 2.15982 -3.67152 1.28701 -1.2147
F -0.49973 -2.36428 -1.31223 -0.3035
H -7.17295 2.75848 1.22393 0.3880
H 1.62368 -3.26242 2.14244 0.3448
C 0.26909 0.72369 2.77384 1.5210
H 3.96813 -5.36394 -1.94127 0.3015
H 4.03617 -2.69361 1.68823 0.4302
H -4.05354 2.43844 -4.40680 0.2824
H 0.13208 -1.37647 4.53367 0.3106
N 1.38352 0.06709 -1.69216 0.0802
F -0.11300 -1.76882 0.76485 -0.1961
H -0.60625 0.51552 5.87457 0.3650
H 5.73790 -4.16901 -0.68998 0.5025
C 3.33370 1.08354 -2.62885 -1.0511
H -1.31990 1.40766 3.86626 0.3939
C 4.11216 -5.55866 -0.87828 -1.1668
C -6.38058 2.06266 -0.64707 0.2188
O 1.14159 1.49760 0.67353 -0.5233
C 0.19941 0.69778 5.15981 -0.9013
O 0.69753 3.01758 2.22594 -0.6284
```

Calculated values
Spin multiplicity: 2
Frontier orbital gap (alpha / beta): 0.156 / 0.161 Ha
DFT total energy: -6410.24683 hartree
Total charge: -2

---

2.
ORCA calculation (ωB97M-V with the def2-TZVPD basis set) on a single C5H4O2 molecule in a non-equilibrium geometry.

The geometry in XYZ format:
```
11
Properties=species:S:1:pos:R:3:nbo_charge:R:1
C -0.57727 0.68221 0.10432 0.0272
H 1.39374 1.13193 0.80626 0.2604
C -0.56096 0.54000 -1.33053 -0.3888
C -0.29939 -0.77360 -0.79648 0.3907
C 1.03180 -0.86971 -0.05534 0.5537
O 1.94405 -1.63894 -0.12357 -0.4685
C 0.69207 0.29695 0.88617 -0.5470
O -1.23683 -1.32429 -0.16786 -0.5692
H -1.56845 0.68125 -1.73828 0.2267
H -1.41117 1.26142 0.46938 0.2547
H 0.59242 0.01279 1.94593 0.2600
```

Calculated values
Frontier orbital gap (alpha / beta): 0.339 / 0.339 Ha
Relative energy (zero: lowest compared OMol25 entry of this formula, charge and spin): 112.52 kcal/mol
DFT total energy: -343.21305 hartree

---

3.
ORCA calculation (ωB97M-V with the def2-TZVPD basis set) on a single C3H5NO3 molecule.

The geometry in XYZ format:
```
12
Properties=species:S:1:pos:R:3:nbo_charge:R:1
O 1.35904 0.62142 -0.18971 -0.4957
C 0.24384 0.83116 0.70484 -0.1822
H -0.27039 1.75155 0.40932 0.2160
O -1.47324 -0.00865 2.03484 -0.6141
O 0.34424 -0.30945 -2.00652 -0.6100
H -1.87362 -1.80478 0.36171 0.4024
C 1.28543 0.19643 -1.44333 0.6708
C -0.84416 -0.20990 1.00965 0.6431
N -1.05976 -1.23994 0.16649 -0.8214
H 0.72973 1.00790 1.66401 0.2336
H -0.69656 -1.19556 -0.77842 0.4269
H 2.25545 0.35984 -1.93288 0.1307
```

Calculated values
Frontier orbital gap: 0.397 Ha
Relative energy (zero: lowest compared OMol25 entry of this formula, charge and spin): 19.58 kcal/mol
DFT total energy: -397.80549 hartree

---

Q: What is the DFT total energy in the third record?
A: -397.80549 hartree